Entry 1:
{"formula": "C20H11O13Zr", "method": "ωB97M-V with the def2-TZVPD basis set", "charge": -4, "e_homo_ev": [5.63, 3.24], "lumo_energy_ev": [8.247, 8.221], "spin_multiplicity": 2, "gap_ha": [0.0963, 0.1831], "symbols": ["Zr", "C", "C", "C", "O", "C", "C", "C", "O", "O", "O", "H", "H", "C", "C", "C", "O", "C", "C", "C", "O", "O", "O", "H", "H", "C", "C", "C", "O", "C", "C", "C", "O", "O", "O", "H", "H", "C", "C", "O", "H", "H", "H", "H", "H"], "positions_angstrom": [[-1.2495, -0.4478, -0.0111], [0.7516, -0.8138, 3.9267], [0.9951, -2.0483, 4.7353], [0.2527, -3.4356, 4.3511], [0.3647, -4.3130, 5.1877], [-0.5395, -3.4174, 3.1589], [-0.7166, -2.2415, 2.4580], [-0.0833, -0.9488, 2.8657], [-0.3230, 0.1344, 2.1102], [-1.2965, -2.3741, 1.3062], [1.6677, -2.1571, 5.7713], [1.1989, 0.1368, 4.1771], [-0.9716, -4.3617, 2.8623], [2.6810, 3.1918, -0.8907], [2.8967, 3.0547, -2.2756], [1.5664, 2.7844, -3.1241], [1.7847, 2.7556, -4.3168], [0.4205, 2.2324, -2.4890], [0.3524, 2.2877, -1.1441], [1.4843, 2.8153, -0.3338], [1.4220, 3.0666, 0.9202], [-0.7264, 1.6808, -0.6610], [3.9535, 3.0509, -2.8572], [3.5318, 3.4330, -0.2708], [-0.3144, 1.7635, -3.1265], [2.5554, -0.4997, -2.2301], [2.7300, -0.2878, -3.6618], [1.5629, -0.9327, -4.6764], [1.9111, -1.0510, -5.8366], [0.3033, -1.2419, -4.0504], [0.1654, -1.2171, -2.7039], [1.3562, -0.8877, -1.7393], [1.1069, -0.8031, -0.4658], [-1.0608, -1.2164, -2.2067], [3.5585, 0.4743, -4.1095], [3.3691, -0.2709, -1.5579], [-0.4934, -1.4480, -4.7498], [-4.9784, 1.0336, 2.1155], [-4.0760, -0.1446, 1.7987], [-3.2381, 0.1803, 0.7737], [-5.7245, 1.1581, 1.3307], [-4.5554, 2.0221, 2.2944], [-5.4561, 0.7695, 3.0589], [-4.6508, -1.0513, 1.6097], [-3.4887, -0.4147, 2.6763]], "atomic_forces_ev_per_a": [[2.10, 1.55, 3.35], [0.53, -3.14, 2.16], [-1.11, -0.14, -1.04], [-0.17, 3.81, -1.24], [0.08, -2.54, 1.16], [1.15, -0.03, 2.08], [1.64, 0.02, 1.15], [-1.12, 0.35, -1.81], [-1.50, -1.77, -2.46], [-1.20, 3.29, -3.69], [0.73, 0.95, 0.46], [0.08, 0.02, 0.00], [-0.29, -0.04, -0.38], [0.95, -0.23, -2.51], [-2.08, -0.21, 1.31], [2.59, -0.96, 0.07], [-0.98, 0.59, -1.56], [0.60, 1.40, -0.44], [-1.93, -2.33, -0.74], [0.53, 2.12, 4.18], [-1.68, -1.04, -1.02], [-0.27, -1.50, 1.86], [1.73, 0.72, -1.13], [-0.11, -0.02, 0.31], [-0.27, -0.04, 0.19], [0.49, -0.89, -1.49], [-1.48, 0.14, 0.25], [2.22, 0.72, 1.91], [-0.70, -0.27, -0.62], [1.21, -0.33, -1.34], [-0.86, 1.53, 0.75], [-0.95, 0.34, 0.70], [-2.37, -0.51, -0.65], [0.69, -0.12, 2.17], [0.38, -0.98, -0.67], [-0.12, 0.42, 0.06], [-0.48, -0.04, 0.25], [-0.88, -0.31, 0.56], [1.19, 0.63, 0.29], [2.17, -0.84, -2.51], [-0.21, -0.02, -0.05], [0.77, -0.30, -0.25], [-0.63, 0.06, 0.16], [-0.61, -0.16, -0.28], [0.17, 0.11, 0.49]]}

Entry 2:
{"formula": "C20H12BaCl5N3O4", "method": "ωB97M-V with the def2-TZVPD basis set", "relative_energy_kcal_mol": 50.6, "e_homo_ev": -6.32, "lumo_energy_ev": -0.716, "gap_ha": 0.2060, "symbols": ["Ba", "O", "C", "O", "C", "C", "Cl", "N", "N", "C", "C", "O", "O", "C", "C", "C", "C", "C", "C", "H", "H", "H", "H", "H", "H", "Cl", "C", "Cl", "Cl", "C", "N", "Cl", "C", "C", "C", "C", "C", "C", "C", "H", "H", "H", "H", "H", "H"], "positions_angstrom": [[2.1039, -1.4181, -0.0532], [4.5268, 2.3426, -3.7363], [3.5893, 3.2062, -3.3943], [3.5622, 4.3383, -3.8095], [2.5209, 2.6907, -2.4970], [1.2451, 3.2270, -2.3610], [0.6485, 4.6279, -3.0998], [0.5431, 2.4264, -1.5178], [1.3261, 1.4216, -1.0880], [2.5071, 1.5590, -1.6546], [3.5401, 0.4899, -1.4267], [4.1508, 0.0982, -2.4280], [3.6281, 0.0366, -0.2734], [-0.8113, 2.4235, -1.1364], [-1.7997, 3.0336, -1.9008], [-3.1201, 2.9623, -1.4920], [-3.4655, 2.2536, -0.3538], [-2.4833, 1.6144, 0.3850], [-1.1574, 1.7120, 0.0106], [4.4183, 1.4332, -3.3247], [-1.5443, 3.5599, -2.8038], [-3.8828, 3.4575, -2.0769], [-4.4998, 2.1853, -0.0564], [-2.7390, 1.0313, 1.2550], [-0.3860, 1.2406, 0.6072], [-0.0822, -6.4949, -3.5901], [-1.0418, -6.3241, -2.0935], [-2.7841, -6.3600, -2.4683], [-0.6247, -7.6269, -0.9468], [-0.7169, -5.0627, -1.4841], [-0.4461, -4.0663, -0.9953], [-3.7751, -0.3272, 4.6143], [-2.1861, -0.7079, 4.0472], [-1.9214, -1.9825, 3.5635], [-0.6451, -2.2912, 3.1481], [0.3884, -1.3414, 3.1841], [1.7383, -1.7056, 2.8055], [0.0808, -0.0566, 3.6571], [-1.1927, 0.2592, 4.0867], [-2.7038, -2.7255, 3.5285], [-0.4288, -3.2878, 2.7830], [1.9661, -2.7467, 3.0093], [2.5023, -1.0430, 3.2006], [0.8647, 0.6885, 3.7167], [-1.4150, 1.2470, 4.4603]], "atomic_forces_ev_per_a": [[-3.68, -3.20, 1.50], [0.40, -0.42, 0.02], [-0.32, 0.35, -0.05], [0.14, -0.24, 0.05], [-0.21, -0.02, -0.01], [0.57, -0.22, -0.09], [0.01, 0.08, 0.11], [0.86, 0.02, -0.46], [0.11, -0.73, 0.54], [-0.30, 0.62, -0.30], [0.40, 1.89, -2.26], [0.18, -0.35, 0.27], [2.60, 1.59, 1.16], [-0.97, -0.14, 0.37], [0.23, 0.02, -0.04], [-0.04, -0.03, 0.09], [-0.09, -0.02, -0.09], [0.02, 0.01, -0.01], [0.19, 0.05, 0.02], [-0.13, 0.55, -0.29], [-0.08, -0.03, -0.03], [-0.01, -0.01, -0.03], [-0.11, -0.01, 0.07], [-0.05, -0.02, 0.19], [-0.11, 0.06, -0.01], [-0.22, 0.03, 0.31], [-0.28, -1.06, -0.47], [0.40, 0.01, 0.09], [-0.11, 0.27, -0.26], [0.07, 0.40, 0.21], [0.30, 0.50, 0.15], [-0.46, 0.14, 0.12], [0.14, -0.07, -0.13], [-0.01, 0.20, 0.10], [-0.15, 0.12, -0.20], [0.74, -0.26, 0.15], [0.16, 0.13, -0.97], [-0.22, 0.05, -0.12], [-0.10, -0.11, -0.09], [-0.11, -0.03, 0.05], [0.02, -0.06, 0.02], [0.12, -0.19, 0.07], [0.11, 0.04, 0.18], [0.03, 0.01, 0.01], [-0.06, 0.08, 0.08]]}

Entry 3:
{"formula": "C20H12BrN5PtS", "method": "ωB97M-V with the def2-TZVPD basis set", "relative_energy_kcal_mol": 47.0, "e_homo_ev": -7.89, "lumo_energy_ev": -0.612, "gap_ha": 0.2675, "symbols": ["Pt", "S", "C", "C", "C", "C", "C", "C", "N", "C", "C", "C", "C", "C", "C", "C", "H", "H", "H", "H", "H", "H", "H", "H", "N", "C", "N", "C", "N", "Br", "C", "C", "C", "C", "C", "N", "H", "H", "H", "H"], "positions_angstrom": [[0.0263, 0.3466, -0.0833], [3.6121, 0.5296, -2.8324], [2.3181, 1.2268, -3.7581], [2.3580, 1.7436, -5.0501], [1.1952, 2.2688, -5.5753], [0.0141, 2.2916, -4.8238], [-0.0245, 1.7791, -3.5436], [1.1386, 1.2284, -3.0129], [1.2872, 0.6678, -1.7444], [2.5169, 0.2803, -1.5273], [2.8050, -0.3254, -0.2571], [4.0582, -0.7340, 0.1933], [4.1818, -1.2687, 1.4614], [3.0508, -1.3827, 2.2711], [1.8037, -0.9736, 1.8199], [1.6628, -0.4482, 0.5394], [3.2754, 1.7366, -5.6235], [1.2012, 2.6784, -6.5765], [-0.8812, 2.7230, -5.2516], [-0.9228, 1.8130, -2.9467], [4.9300, -0.6213, -0.4419], [5.1488, -1.5839, 1.8282], [3.1455, -1.7892, 3.2702], [0.9400, -1.0555, 2.4717], [-1.2630, 1.9123, 0.4929], [-1.9961, 2.5451, 1.1566], [-2.7295, 3.3169, 1.8296], [-4.0121, 3.2090, 2.1090], [-5.1302, 3.1786, 2.4075], [-2.5671, -0.1865, -1.9593], [-2.2398, -1.6956, -0.8681], [-2.9631, -2.8550, -1.0961], [-2.6643, -3.9634, -0.3270], [-1.6645, -3.8746, 0.6294], [-1.0162, -2.6681, 0.7920], [-1.2992, -1.5861, 0.0579], [-3.7302, -2.8742, -1.8557], [-3.2075, -4.8876, -0.4746], [-1.3940, -4.7213, 1.2441], [-0.2373, -2.5435, 1.5325]], "atomic_forces_ev_per_a": [[-0.06, 0.42, -0.61], [0.00, 0.01, -0.03], [0.02, 0.00, -0.10], [0.02, -0.02, 0.03], [-0.04, 0.02, 0.01], [0.03, -0.02, 0.00], [0.00, 0.05, -0.01], [-0.16, 0.03, 0.22], [0.21, 0.30, 0.26], [0.21, -0.11, -0.19], [0.23, -0.08, -0.04], [0.04, 0.00, 0.03], [-0.05, 0.01, -0.01], [-0.03, 0.02, -0.03], [0.10, -0.15, 0.07], [-0.02, -0.46, 0.16], [-0.01, 0.00, 0.01], [-0.01, 0.00, 0.00], [0.01, 0.00, 0.01], [0.00, 0.04, 0.03], [-0.01, 0.00, 0.01], [-0.01, -0.01, 0.00], [0.02, 0.00, 0.00], [0.04, 0.08, 0.04], [-0.26, -0.05, 0.07], [-0.41, -0.23, -0.37], [0.17, 0.52, 0.27], [0.11, -0.32, -0.05], [0.03, 0.03, -0.04], [-0.19, -0.21, 0.07], [0.03, 0.01, 0.02], [-0.02, 0.01, 0.01], [-0.05, -0.06, -0.01], [-0.02, 0.01, 0.02], [0.01, 0.06, 0.09], [0.04, 0.13, 0.12], [0.02, 0.00, 0.00], [0.01, 0.01, -0.01], [-0.01, 0.02, 0.01], [-0.02, -0.05, -0.06]]}